(1)
The following is a quantum chemistry calculation of the molecule C3H9NO2, from the OMol25 dataset.

Values from the calculation:
SMILES	NC(CO)CO
energy above the lowest of the compared OMol25 structures with the same formula, charge and spin	33.7	kcal per mole
gap between HOMO and LUMO	0.385	Eh

```
! wB97M-V def2-TZVPD RIJCOSX def2/J DEFGRID3
* xyz 0 1
N 0.465 0.114 -1.315
C 0.273 -0.199 0.095
C 0.102 1.056 0.915
O 1.146 2.005 0.733
C -0.992 -1.045 0.256
O -0.985 -2.177 -0.603
H 0.965 0.993 -1.379
H 1.066 -0.575 -1.746
H 1.113 -0.797 0.473
H 0.067 0.774 1.967
H -0.852 1.511 0.640
H 0.807 2.695 0.156
H -1.827 -0.407 -0.043
H -1.096 -1.430 1.269
H -0.707 -1.856 -1.468
*
```

Table of Mulliken atomic charges, one value per atom, all in e: N -0.810; C 0.747; C -0.876; O -0.541; C -0.739; O -0.530; H 0.217; H 0.247; H 0.237; H 0.327; H 0.392; H 0.327; H 0.349; H 0.322; H 0.330

---

(2)
The following is a quantum chemistry calculation of a cluster of 2 separate species, C3H9NO2 in total, from the OMol25 dataset.

Values from the calculation:
SMILES	CC(=O)O.CN
energy above the lowest of the compared OMol25 structures with the same formula, charge and spin	39.2	kcal per mole
gap between HOMO and LUMO	0.353	Eh

```
! wB97M-V def2-TZVPD RIJCOSX def2/J DEFGRID3
* xyz 0 1
C 0.253 -2.301 -1.713
C -0.294 -1.555 -0.590
O 0.001 -1.659 0.545
O -1.298 -0.667 -1.016
H 0.521 -3.384 -1.660
H 1.213 -1.817 -2.012
H -0.435 -2.273 -2.558
H -1.485 0.238 -0.626
C -0.267 2.279 1.200
N 0.819 1.408 1.684
H -0.077 2.734 0.236
H -0.398 3.047 1.979
H -1.135 1.589 1.458
H 0.881 0.478 1.291
H 1.701 1.881 1.784
*
```

Table of Mulliken atomic charges, one value per atom, all in e: C -0.911; C 0.695; O -0.489; O -0.487; H 0.316; H 0.217; H 0.308; H 0.330; C -0.777; N -0.433; H 0.221; H 0.311; H 0.315; H 0.209; H 0.173

---

no.,electronic energy (Ha)
1,-324.91893
2,-324.91019